[1]
ORCA calculation (ωB97M-V/def2-TZVPD) on one molecule with the formula C3H9N5 at a distorted geometry.

Structure (XYZ):
```
17
C3H9N5 | OMol25 | ωB97M-V/def2-TZVPD
H -0.6151 -2.0100 -0.9777
N -1.4905 -1.9869 -0.2278
C -1.6089 -0.7796 0.3787
N -0.9688 0.2509 0.0696
N -1.4374 1.7108 -0.1205
C 0.2477 0.1234 -0.7213
C 1.5872 -0.3479 0.0875
N 1.4747 0.0805 1.4402
N 2.9794 -0.1260 -0.5804
H 2.7629 0.1638 -1.5457
H -2.5286 -0.7010 1.3015
H -1.9942 1.9670 -0.9461
H -2.0004 1.9540 0.7516
H 0.1929 -0.8236 -1.4759
H 0.5140 1.1693 -1.1251
H 0.4397 -0.3465 1.7018
H 2.4455 -0.2982 1.9899
```

The HOMO energy comes out at -8.754 eV. For the energy above the lowest of the compared OMol25 structures with the same formula, charge and spin, the calculation gives 184.8 kcal per mole. The LUMO energy is 0.186 eV. The SMILES is [H]/N=C\N(N)C/C(N)=N\[H]. Its multiplicity is 1. For the HOMO-LUMO gap, the calculation gives 8.94 eV. As for the net charge: 0.


[2]
ORCA calculation (ωB97M-V/def2-TZVPD) on a 2-piece molecular cluster, C3H9NO overall at a distorted geometry.

Structure (XYZ):
```
14
C3H9NO | OMol25 | ωB97M-V/def2-TZVPD
C 1.2419 -0.3864 -1.2378
C 0.2474 -0.8236 -0.4214
N -1.0788 -0.5587 -0.3451
C -1.7044 -0.5639 0.9965
H 1.0543 0.2901 -2.0572
H 2.2335 -0.6277 -0.8918
H 0.6304 -1.5764 0.2656
H -1.5083 0.1147 -0.9467
H -2.4407 0.2530 1.0055
H -2.4138 -1.3929 1.0664
H -0.9331 -0.4298 1.7434
O 1.7594 1.8952 0.6497
H 1.5351 2.6441 0.0593
H 1.3770 1.1619 0.1137
```

The HOMO energy comes out at -8.297 eV. For the energy above the lowest of the compared OMol25 structures with the same formula, charge and spin, the calculation gives 42.1 kcal per mole. The LUMO energy is 0.971 eV. The SMILES is C=CNC.O. Its multiplicity is 1. For the HOMO-LUMO gap, the calculation gives 9.27 eV. As for the net charge: 0.


[3]
ORCA calculation (ωB97M-V/def2-TZVPD) on a 3-piece molecular cluster, C3H9NO overall at a distorted geometry.

Structure (XYZ):
```
14
C3H9NO | OMol25 | ωB97M-V/def2-TZVPD
C 0.1244 -1.1264 0.5864
C -0.6004 -1.3393 -0.4804
N -0.9333 -0.2844 -1.3806
C -0.3116 0.9399 -1.0587
H -1.2414 0.9267 0.8101
H -0.0740 -1.5909 1.5476
H -1.1306 -2.2494 -0.8196
H -1.9349 -0.1742 -1.4810
H -0.6207 1.2095 0.0912
H -0.6517 1.7243 -1.7251
H 0.7468 0.6575 -0.9832
H 1.6447 1.4436 2.5024
H 0.9696 0.4208 1.5179
O 1.5539 1.2096 1.5683
```

The HOMO energy comes out at -7.787 eV. For the energy above the lowest of the compared OMol25 structures with the same formula, charge and spin, the calculation gives 174.3 kcal per mole. The LUMO energy is -1.148 eV. Its multiplicity is 1. For the HOMO-LUMO gap, the calculation gives 6.64 eV. As for the net charge: 0.


[4]
ORCA calculation (ωB97M-V/def2-TZVPD) on a 2-piece molecular cluster, C3H9NO overall at a distorted geometry.

Structure (XYZ):
```
14
C3H9NO | OMol25 | ωB97M-V/def2-TZVPD
C 1.3962 -0.1296 0.1772
C 1.7632 0.4433 -1.2933
O 2.3849 -0.1785 -2.0728
H 0.5197 0.3693 0.6956
H 1.1708 -1.2823 0.1637
H 2.4383 0.0204 0.7186
H 1.2948 1.4730 -1.5741
C -2.1887 -0.5366 1.7383
N -2.7321 0.5180 0.9107
H -2.3838 -0.1673 2.6998
H -2.6212 -1.5175 1.6013
H -1.1284 -0.8601 1.6956
H -1.9025 0.9525 0.4347
H -3.1663 0.1519 0.0396
```

The HOMO energy comes out at -9.900 eV. For the energy above the lowest of the compared OMol25 structures with the same formula, charge and spin, the calculation gives 53.8 kcal per mole. The LUMO energy is 0.803 eV. The SMILES is CC=O.CN. Its multiplicity is 1. For the HOMO-LUMO gap, the calculation gives 10.70 eV. As for the net charge: 0.


[5]
ORCA calculation (ωB97M-V/def2-TZVPD) on a 2-piece molecular cluster, C3H9NO overall at a distorted geometry.

Structure (XYZ):
```
14
C3H9NO | OMol25 | ωB97M-V/def2-TZVPD
N -3.3488 4.0231 1.2672
C -2.5962 3.1787 2.0505
O -2.6687 3.1422 3.2544
H -3.6051 3.6397 0.3583
H -4.1359 4.4090 1.7822
H -1.8066 2.6078 1.5403
C 1.8988 -2.8127 -0.6394
C 2.7247 -2.4622 -1.8727
H 2.2036 -3.6407 -0.0188
H 0.9040 -3.0864 -0.9959
H 1.6258 -1.9182 -0.0747
H 2.5220 -1.4464 -2.1936
H 3.8121 -2.5090 -1.7568
H 2.4701 -3.1248 -2.7008
```

The HOMO energy comes out at -10.176 eV. For the energy above the lowest of the compared OMol25 structures with the same formula, charge and spin, the calculation gives 14.6 kcal per mole. The LUMO energy is 0.914 eV. The SMILES is NC=O.CC. Its multiplicity is 1. For the HOMO-LUMO gap, the calculation gives 11.09 eV. As for the net charge: 0.


[6]
ORCA calculation (ωB97M-V/def2-TZVPD) on a 2-piece molecular cluster, C3H9NO overall at a distorted geometry.

Structure (XYZ):
```
14
C3H9NO | OMol25 | ωB97M-V/def2-TZVPD
C 0.8201 -0.6107 1.4896
C 1.5477 -0.8904 0.3514
N 1.1240 -1.0084 -0.9338
H 1.3792 -0.6072 2.4032
H -0.2402 -0.8382 1.6069
H 2.5702 -1.1923 0.6515
H 1.4433 -1.7305 -1.6473
H 0.3174 -0.4377 -1.2235
C -1.7443 1.1419 0.3062
O -1.1879 1.1616 -1.0500
H -2.6972 1.5534 0.3203
H -1.8346 0.0693 0.4935
H -1.1393 1.6353 1.0462
H -1.9040 1.4689 -1.5969
```

The HOMO energy comes out at -7.688 eV. For the energy above the lowest of the compared OMol25 structures with the same formula, charge and spin, the calculation gives 57.2 kcal per mole. The LUMO energy is 0.922 eV. The SMILES is C=CN.CO. Its multiplicity is 1. For the HOMO-LUMO gap, the calculation gives 8.61 eV. As for the net charge: 0.


Number 1 is which compound?
C3H9N5